This record from the OMol25 dataset describes 5 unconnected molecules or ions with the total composition C18H31BrO12PS. The level of theory is ωB97M-V/def2-TZVPD.

Results
HOMO level = -11.95 eV
molar mass = 582.4 g mol⁻¹
E_LUMO = -2.19 eV
E = -4920.7213 Ha
Kohn-Sham gap = 9.758 eV

Structure (ORCA input):
```
! RIJCOSX wB97M-V def2-TZVPD def2/J DEFGRID3
* xyz 1 1
C -0.813 0.487 -1.562
C -2.183 0.694 -0.930
S -2.658 2.440 -0.926
C -2.479 2.754 -2.704
P -0.949 3.615 -3.097
C -0.057 2.917 -4.501
C -0.853 2.797 -5.807
C -1.554 1.448 -5.996
Br -2.111 4.284 -5.981
H -0.080 1.194 -1.172
H -0.842 0.584 -2.648
H -0.459 -0.525 -1.377
H -2.940 0.091 -1.431
H -2.135 0.389 0.112
H -2.372 1.796 -3.211
H -3.339 3.265 -3.132
H -1.152 4.979 -3.257
H -0.109 3.491 -1.996
H 0.287 1.929 -4.176
H 0.809 3.567 -4.643
H -0.153 2.962 -6.619
H -2.571 1.572 -6.358
H -1.569 0.863 -5.079
H -1.013 0.863 -6.737
C -1.658 1.657 3.935
C -0.208 1.814 3.517
O 0.086 0.522 2.962
C -1.068 -0.052 2.574
O -1.150 -1.047 1.923
O -2.128 0.662 3.010
H -2.249 2.562 3.833
H -1.761 1.266 4.947
H -0.081 2.565 2.735
H 0.467 2.035 4.338
C 1.625 -3.170 -3.290
C 3.031 -2.723 -3.645
O 2.798 -1.435 -4.252
C 1.625 -0.969 -3.813
O 1.232 0.149 -3.993
O 0.947 -1.903 -3.134
H 1.588 -3.736 -2.366
H 1.140 -3.714 -4.101
H 3.652 -2.576 -2.762
H 3.542 -3.372 -4.349
C -0.505 -5.539 1.414
C -0.607 -6.752 0.503
O 0.251 -6.379 -0.587
C 1.130 -5.462 -0.141
O 2.077 -5.076 -0.757
O 0.797 -5.034 1.088
H -0.551 -5.773 2.473
H -1.242 -4.772 1.175
H -0.206 -7.656 0.963
H -1.608 -6.945 0.130
C 2.893 1.745 7.813
C 1.764 1.961 8.807
O 1.075 3.083 8.239
C 1.347 3.136 6.921
O 0.804 3.853 6.142
O 2.322 2.257 6.599
H 3.171 0.705 7.675
H 3.779 2.334 8.053
H 1.077 1.115 8.846
H 2.097 2.208 9.810
*
```

Löwdin atomic charge list, values in e, 2 entries: number 1, C, carries -0.159; number 2, C, carries -0.504


This record from the OMol25 dataset describes 2 unconnected molecules or ions with the total composition C3H10OSi at a distorted geometry. The level of theory is ωB97M-V/def2-TZVPD.

Results
HOMO level = -10.12 eV
molar mass = 90.2 g mol⁻¹
E_LUMO = 0.78 eV
SMILES string = C[SiH2]C.C=O
E = -484.9572 Ha
energy above the lowest of the compared OMol25 structures with the same formula, charge and spin = 53.4 kcal/mol
Kohn-Sham gap = 10.904 eV

Structure (ORCA input):
```
! RIJCOSX wB97M-V def2-TZVPD def2/J DEFGRID3
* xyz 0 1
C -0.444 -0.846 -0.560
Si -1.268 0.286 0.764
C -2.026 1.797 -0.046
H -0.412 -1.963 -0.213
H -1.047 -0.654 -1.487
H 0.581 -0.654 -0.671
H -2.217 -0.696 1.250
H -0.238 0.582 1.774
H -1.874 2.860 0.333
H -1.552 1.924 -1.001
H -3.101 1.508 -0.060
C 3.460 -0.985 -0.030
O 4.344 -0.411 0.519
H 3.438 -2.039 -0.444
H 2.355 -0.709 -0.127
*
```

Löwdin atomic charge list, values in e, 2 entries: number 1, C, carries -0.280; number 2, Si, carries 0.564


This record from the OMol25 dataset describes a molecular structure, C2N2O3 at a distorted geometry. The level of theory is ωB97M-V/def2-TZVPD.

Results
HOMO level (spin up / spin down) = -10.74 / -10.74 eV
molar mass = 100.0 g mol⁻¹
E_LUMO (spin up / spin down) = -2.80 / -2.80 eV
E = -411.2306 Ha
energy above the lowest of the compared OMol25 structures with the same formula, charge and spin = 72.2 kcal/mol
Kohn-Sham gap (spin up / spin down) = 7.941 / 7.942 eV

Structure (ORCA input):
```
! RIJCOSX wB97M-V def2-TZVPD def2/J DEFGRID3
* xyz 0 1
C -1.616 -0.555 0.066
C 0.904 0.907 0.109
N -2.650 -0.675 -0.429
N 1.218 -0.276 -0.364
O 0.624 2.015 0.129
O 1.991 -1.140 -0.135
O -0.471 -0.277 0.624
*
```

Löwdin atomic charge list, values in e, 2 entries: number 1, C, carries -0.387; number 2, C, carries -0.188


This record from the OMol25 dataset describes C2H8N4OS in the gas phase at a distorted geometry. The level of theory is ωB97M-V/def2-TZVPD.

Results
HOMO level = -8.24 eV
molar mass = 136.2 g mol⁻¹
E_LUMO = 0.75 eV
SMILES string = CN(N)/C(=N/O)NS
E = -773.3419 Ha
energy above the lowest of the compared OMol25 structures with the same formula, charge and spin = 0.0 kcal/mol
Kohn-Sham gap = 8.995 eV

Structure (ORCA input):
```
! RIJCOSX wB97M-V def2-TZVPD def2/J DEFGRID3
* xyz 0 1
C -1.713 -0.053 -1.132
N -0.513 -0.665 -0.654
N -0.630 -2.055 -0.427
C 0.343 0.005 0.206
N 1.208 -0.689 0.903
O 1.936 0.152 1.763
N 0.271 1.420 0.241
S 1.611 2.379 -0.188
H -2.164 -0.726 -1.788
H -2.453 0.184 -0.363
H -1.491 0.863 -1.647
H -0.646 -2.240 0.615
H 0.279 -2.490 -0.737
H 2.552 -0.469 2.175
H -0.639 1.787 0.005
H 2.048 2.597 1.029
*
```

Löwdin atomic charge list, values in e, 2 entries: number 1, C, carries -0.075; number 2, N, carries -0.219